ORCA calculation (the ωB97M-V functional and the def2-TZVPD basis) on a molecular structure, C38H53Br61FINS2.

- Highest occupied orbital energy: -10.34 eV
- Orbital gap: 6.95 eV
- Charge: +1
- 2S+1: 1
- ΔE to the lowest compared entry with this formula, charge and spin: 151.3 kcal per mole

Last column: Mulliken charge in e.
CARTESIAN COORDINATES (ANGSTROEM)
1 C 4.3055 0.1696 3.7488  -1.223
2 C 2.9141 -0.6447 3.9392  -0.013
3 C 1.7904 0.2296 3.2256  -0.987
4 C 0.2890 -0.3907 3.3659  1.035
5 C 0.1323 -1.9757 3.4398  -1.365
6 C 0.4478 -2.6462 4.8452  0.392
7 C -0.9217 -2.9288 5.6602  -0.308
8 F -0.9256 -2.3473 6.9661  -0.320
9 N -0.0060 0.0064 4.8112  0.769
10 C -1.2316 0.3317 5.2157  0.371
11 C -1.6745 0.8200 6.6486  -0.821
12 S -0.2186 1.3260 7.7199  -0.103
13 C 0.1208 3.1247 7.4095  -0.462
14 C 0.9502 3.4179 6.0568  -0.264
15 S -2.2226 0.1047 3.6617  -0.381
16 C -0.7406 0.5110 2.5466  0.537
17 C -1.2980 0.1247 1.1165  -0.556
18 C -0.6759 -1.1345 0.3826  -1.071
19 C 0.8650 -1.0386 -0.0138  -0.739
20 Br 1.2738 0.4975 -1.2794  0.031
21 C -0.6992 2.1153 2.7193  -0.498
22 I 0.7334 3.0923 1.3545  0.255
23 C -2.1075 2.8365 2.4732  -0.011
24 C -2.7572 3.4527 3.8265  -0.573
25 H 4.3571 0.6914 2.7352  0.319
26 H 5.2172 -0.4597 3.9817  0.289
27 H 4.2816 1.0190 4.5211  0.298
28 H 2.7810 -0.7182 5.0758  0.012
29 H 3.0499 -1.6531 3.4399  0.297
30 H 2.0435 0.5231 2.1602  0.334
31 H 1.7382 1.2184 3.8107  0.146
32 H -0.8941 -2.3370 3.0783  0.515
33 H 0.8731 -2.4215 2.6836  0.229
34 H 1.2437 -2.1364 5.4744  -0.757
35 H 0.8614 -3.6928 4.6168  0.536
36 H -1.1103 -4.0571 5.7236  0.329
37 H -1.7854 -2.5307 5.0176  0.235
38 H 0.7565 0.0564 5.5028  0.248
39 H -2.2960 0.0320 7.1692  0.385
40 H -2.3038 1.7626 6.5378  0.391
41 H 0.7686 3.5035 8.2718  0.325
42 H -0.8905 3.6572 7.3825  0.271
43 H 1.7659 4.1780 6.3105  0.452
44 H 1.4662 2.4508 5.7398  -0.126
45 H 0.2550 3.8145 5.2426  0.093
46 H -1.2411 1.0058 0.3828  0.214
47 H -2.4265 -0.0783 1.2185  0.345
48 H -1.2492 -1.2543 -0.6060  0.482
49 H -0.8379 -2.1355 0.9213  0.308
50 H 1.0798 -1.9619 -0.6350  0.917
51 H 1.5856 -1.0848 0.8603  0.121
52 H -0.3509 2.4358 3.7625  -0.509
53 H -1.9213 3.7537 1.8109  0.460
54 H -2.8701 2.2129 1.9053  -0.029
55 H -3.6577 2.8678 4.1873  0.240
56 H -1.9918 3.4431 4.6796  -0.114
57 H -3.0270 4.5507 3.6662  0.225
58 C -5.5589 4.8274 0.7741  -0.232
59 Br -4.2201 6.1954 1.0801  -0.010
60 Br -4.8643 3.3718 -0.3008  0.114
61 Br -6.3319 4.1906 2.4340  -0.038
62 H -6.3630 5.2891 0.2041  0.193
63 C -4.5725 2.1150 -4.2042  0.576
64 Br -2.8975 1.4931 -3.4574  0.110
65 Br -4.2958 3.3423 -5.6804  -0.006
66 Br -5.7353 0.6447 -4.6947  0.046
67 H -5.0753 2.6695 -3.4202  -0.751
68 C 4.1545 -3.0093 -1.7335  0.851
69 Br 4.7478 -4.4335 -0.5608  0.078
70 Br 3.0646 -1.7083 -0.7894  -0.114
71 Br 5.6394 -2.1825 -2.6717  -0.025
72 H 3.5169 -3.4612 -2.4868  -1.035
73 C -0.7313 5.1116 -3.8618  -0.282
74 Br -0.0848 3.6935 -2.7106  0.192
75 Br -1.8137 6.3887 -2.8851  0.024
76 Br 0.7138 5.9756 -4.8219  -0.046
77 H -1.3776 4.6495 -4.6056  0.161
78 C 3.8591 -3.4353 7.7159  -0.380
79 Br 5.0239 -2.7429 6.3292  -0.021
80 Br 2.0200 -2.8746 7.4551  0.068
81 Br 4.0051 -5.3594 7.8851  -0.008
82 H 4.1934 -3.0056 8.6574  0.414
83 C 5.5736 -7.7195 1.7898  -0.110
84 Br 6.1522 -9.1445 2.9680  -0.005
85 Br 4.4932 -6.4071 2.7237  0.049
86 Br 7.0666 -6.8972 0.8652  -0.027
87 H 4.9393 -8.1716 1.0304  0.045
88 C -4.5191 -3.2881 -3.3523  0.819
89 Br -4.3850 -2.3302 -1.6698  -0.042
90 Br -3.2310 -2.6399 -4.6513  0.341
91 Br -4.3685 -5.2039 -3.1061  0.011
92 H -5.5229 -3.0917 -3.7465  -0.872
93 C -6.7143 6.3584 -3.6360  -0.310
94 Br -6.5720 7.2951 -1.9437  -0.054
95 Br -5.4200 7.0037 -4.9248  -0.026
96 Br -6.6085 4.4365 -3.4018  0.058
97 H -7.7007 6.5757 -4.0396  0.382
98 C -7.2170 -3.3831 -6.3800  0.162
99 Br -6.8853 -1.8098 -7.4573  -0.016
100 Br -7.6180 -2.9166 -4.5423  -0.150
101 Br -8.5850 -4.5156 -7.1539  -0.021
102 H -6.2962 -3.9597 -6.3671  -0.143
103 C -3.3088 -3.3893 -8.9959  -0.305
104 Br -1.6154 -4.0300 -9.6862  -0.042
105 Br -4.1356 -4.6903 -7.8202  -0.017
106 Br -3.1269 -1.6502 -8.1542  -0.062
107 H -3.9726 -3.2628 -9.8482  0.387
108 C -3.0418 -8.5157 -0.7736  0.430
109 Br -4.4166 -9.2601 0.3712  -0.026
110 Br -3.4766 -8.7217 -2.6519  -0.041
111 Br -2.6521 -6.6704 -0.3249  -0.001
112 H -2.1334 -9.0859 -0.5928  -0.437
113 C 0.9864 9.3921 -1.7883  -0.230
114 Br 1.6376 7.9725 -0.6403  0.025
115 Br -0.0908 10.6720 -0.8091  0.065
116 Br 2.4277 10.2534 -2.7566  -0.022
117 H 0.3372 8.9295 -2.5289  0.172
118 C 10.3619 -9.7894 4.3704  -0.314
119 Br 8.9811 -10.9692 5.0498  -0.046
120 Br 9.6461 -8.0592 3.8700  -0.007
121 Br 11.8428 -9.6253 5.6097  -0.030
122 H 10.7535 -10.2461 3.4646  0.372
123 C 6.0297 -1.9011 -6.6295  -0.209
124 Br 7.2082 -1.1953 -7.9960  -0.003
125 Br 4.1910 -1.3527 -6.9095  0.035
126 Br 6.1885 -3.8253 -6.4632  -0.025
127 H 6.3482 -1.4729 -5.6819  0.186
128 C -10.0963 8.1051 -0.6196  0.040
129 Br -9.8240 7.1896 1.0691  -0.002
130 Br -11.1249 7.0299 -1.8640  -0.014
131 Br -10.8777 9.8606 -0.3688  -0.003
132 H -9.1130 8.2547 -1.0639  -0.034
133 C 0.7319 -4.7005 -5.4835  -0.324
134 Br -0.6407 -5.8765 -4.7828  -0.012
135 Br 0.0148 -2.9661 -5.9672  -0.009
136 Br 2.2339 -4.5498 -4.2687  -0.067
137 H 1.1059 -5.1557 -6.3978  0.395
138 C 7.6869 2.2270 -10.6280  -0.308
139 Br 5.9358 2.0751 -9.8111  0.012
140 Br 8.1201 0.6668 -11.6939  -0.015
141 Br 7.8678 3.8675 -11.6441  -0.044
142 H 8.4126 2.2715 -9.8194  0.340
143 C 1.2414 -10.0063 -0.6991  -0.405
144 Br -0.0841 -11.2158 0.0338  -0.054
145 Br 0.4605 -8.3016 -1.1923  0.078
146 Br 2.7550 -9.7886 0.4935  0.024
147 H 1.6179 -10.4611 -1.6124  0.430
148 C -0.9719 13.8054 2.3886  -0.293
149 Br -0.7820 13.3597 4.2653  -0.014
150 Br 0.7424 13.8761 1.4876  -0.022
151 Br -2.2095 12.6146 1.4882  -0.049
152 H -1.3989 14.8042 2.3399  0.348
153 C 5.2463 1.9221 -2.1952  -0.376
154 Br 3.8785 0.7252 -1.5016  0.204
155 Br 4.5134 3.6560 -2.6666  -0.083
156 Br 6.7518 2.0820 -0.9809  -0.072
157 H 5.6248 1.4767 -3.1134  0.337